This record from the Open Molecules 2025 dataset describes a molecular structure, C29H44ClFO16S. The level of theory is the ωB97M-V functional and the def2-TZVPD basis.

Properties
HOMO = -9.69 eV
E_LUMO = 0.5 eV
Kohn-Sham gap = 0.3741 hartree

```
92
C29H44ClFO16S | the Open Molecules 2025 dataset | the ωB97M-V functional and the def2-TZVPD basis
C -1.667 -2.880 0.905
C -1.106 -1.614 1.550
F -1.122 -1.795 2.935
C -1.927 -0.361 1.234
C -1.204 0.950 0.936
O -1.182 1.895 2.056
S 0.305 2.335 2.344
O 0.364 3.702 2.698
O 0.951 1.338 3.130
O 0.788 2.179 0.821
C 0.247 0.898 0.433
Cl 0.397 0.675 -1.294
H -0.871 -3.604 0.720
H -2.384 -3.330 1.594
H -2.144 -2.666 -0.051
H -0.056 -1.512 1.271
H -2.544 -0.177 2.119
H -2.622 -0.542 0.415
H -1.792 1.477 0.183
H 0.870 0.143 0.905
O 2.511 -0.566 -3.254
C 3.279 0.327 -3.471
O 4.534 0.097 -3.922
C 5.271 1.332 -4.003
C 4.218 2.427 -4.099
C 3.071 1.819 -3.294
H 5.881 1.420 -3.100
H 5.927 1.278 -4.868
H 4.566 3.388 -3.737
H 3.913 2.556 -5.138
H 3.145 2.043 -2.228
H 2.084 2.106 -3.649
O -3.459 2.059 -1.107
C -2.978 2.644 -2.039
O -3.281 2.330 -3.313
C -2.476 3.109 -4.228
C -2.050 4.336 -3.432
C -1.972 3.778 -2.013
H -1.634 2.495 -4.540
H -3.079 3.347 -5.100
H -1.124 4.774 -3.797
H -2.830 5.097 -3.484
H -0.993 3.348 -1.794
H -2.227 4.492 -1.235
O -3.790 -2.262 4.100
C -3.511 -2.458 5.246
O -4.451 -2.522 6.221
C -3.824 -2.665 7.509
C -2.449 -3.250 7.222
C -2.134 -2.648 5.854
H -3.766 -1.676 7.970
H -4.446 -3.307 8.128
H -1.721 -3.020 7.995
H -2.520 -4.333 7.147
H -1.658 -1.669 5.924
H -1.530 -3.284 5.213
O -2.565 -5.503 9.345
C -3.124 -6.558 9.278
O -4.352 -6.758 9.811
C -4.744 -8.134 9.669
C -3.910 -8.669 8.509
C -2.632 -7.844 8.640
H -4.526 -8.650 10.607
H -5.815 -8.165 9.489
H -3.757 -9.745 8.558
H -4.403 -8.438 7.564
H -1.909 -8.300 9.318
H -2.143 -7.630 7.693
O 5.709 5.092 -4.959
C 6.716 5.584 -4.542
O 7.468 6.430 -5.281
C 8.666 6.790 -4.573
C 8.349 6.547 -3.101
C 7.368 5.381 -3.185
H 9.478 6.154 -4.932
H 8.900 7.825 -4.806
H 9.236 6.346 -2.504
H 7.848 7.420 -2.682
H 7.875 4.413 -3.196
H 6.615 5.378 -2.402
O -0.533 2.133 -6.593
C -1.035 1.082 -6.873
O -1.857 0.948 -7.939
C -2.412 -0.379 -7.982
C -1.447 -1.240 -7.174
C -0.927 -0.241 -6.144
H -3.408 -0.345 -7.535
H -2.502 -0.676 -9.023
H -1.923 -2.119 -6.746
H -0.626 -1.574 -7.810
H -1.566 -0.189 -5.259
H 0.096 -0.421 -5.828
```

=====

This record from the Open Molecules 2025 dataset describes a molecular structure, C29H44F21O14PTa. The level of theory is the ωB97M-V functional and the def2-TZVPD basis.

Properties
HOMO = -3.58 eV
E_LUMO = 1.7 eV
Kohn-Sham gap = 0.1928 hartree
Total charge = -1

```
110
C29H44F21O14PTa | the Open Molecules 2025 dataset | the ωB97M-V functional and the def2-TZVPD basis
C 6.771 1.120 -5.628
P 5.313 0.018 -5.733
O 5.713 -0.724 -7.202
Ta 3.102 1.346 -6.024
C 1.275 2.555 -6.624
C 0.107 2.520 -5.654
O -0.340 1.183 -5.369
C -1.074 0.594 -6.395
C -2.208 -0.198 -5.789
F -3.195 0.581 -5.283
F -1.812 -1.001 -4.791
F -2.792 -0.986 -6.723
H 7.655 0.547 -5.934
H 6.684 2.004 -6.267
H 6.907 1.437 -4.590
H 5.082 -1.442 -7.331
H 2.529 0.800 -4.336
H 3.953 2.833 -5.283
H 3.861 1.830 -7.652
H 2.460 -0.225 -6.812
H 1.611 3.602 -6.711
H 0.959 2.257 -7.636
H 0.379 2.952 -4.686
H -0.757 3.090 -6.042
H -1.511 1.329 -7.086
H -0.468 -0.116 -6.979
C -4.541 -0.571 -2.818
C -5.029 -1.513 -1.744
O -5.654 -0.798 -0.640
C -6.902 -0.420 -0.819
O -7.607 -0.602 -1.770
C -7.413 0.300 0.456
F -6.532 1.196 0.903
F -7.633 -0.598 1.428
F -8.561 0.925 0.204
H -3.853 0.164 -2.401
H -4.016 -1.140 -3.583
H -5.371 -0.043 -3.285
H -4.205 -2.049 -1.280
H -5.741 -2.241 -2.131
C 1.066 -0.165 0.898
C 2.433 -0.804 0.834
O 3.264 -0.205 -0.185
C 3.856 0.933 0.132
O 3.794 1.533 1.168
C 4.735 1.406 -1.050
F 4.104 1.313 -2.202
F 5.850 0.652 -1.092
F 5.111 2.674 -0.850
H 0.570 -0.199 -0.072
H 0.453 -0.699 1.625
H 1.136 0.876 1.210
H 2.360 -1.851 0.544
H 2.934 -0.743 1.796
C 3.866 -6.622 5.451
C 4.617 -5.332 5.215
O 3.857 -4.427 4.378
C 2.911 -3.730 4.982
O 2.606 -3.751 6.139
C 2.233 -2.788 3.957
F 1.941 -3.430 2.821
F 3.060 -1.778 3.665
F 1.110 -2.282 4.457
H 3.604 -7.089 4.501
H 4.494 -7.311 6.016
H 2.952 -6.445 6.015
H 5.537 -5.500 4.660
H 4.860 -4.827 6.149
C -1.881 -0.565 6.551
C -2.008 0.930 6.734
O -0.708 1.552 6.862
C -0.064 1.770 5.726
O -0.443 1.535 4.618
C 1.305 2.435 6.018
F 1.941 1.822 7.022
F 1.115 3.716 6.369
F 2.077 2.400 4.943
H -1.309 -1.002 7.370
H -2.873 -1.019 6.537
H -1.379 -0.803 5.614
H -2.518 1.177 7.663
H -2.544 1.395 5.908
C 7.650 2.916 1.090
C 8.818 3.809 0.753
O 9.427 4.372 1.947
C 10.264 3.593 2.601
O 10.606 2.478 2.335
C 10.837 4.359 3.822
F 9.879 4.994 4.504
F 11.726 5.275 3.405
F 11.458 3.524 4.649
H 6.911 3.453 1.684
H 7.179 2.577 0.168
H 7.976 2.042 1.653
H 8.502 4.679 0.182
H 9.584 3.283 0.185
C -10.830 -0.981 -0.816
C -12.033 -1.004 -1.729
O -12.853 -2.182 -1.509
C -13.683 -2.131 -0.485
O -13.856 -1.230 0.283
C -14.498 -3.448 -0.412
F -13.716 -4.522 -0.558
F -15.416 -3.465 -1.390
F -15.128 -3.543 0.754
H -10.248 -1.894 -0.940
H -10.200 -0.132 -1.075
H -11.132 -0.898 0.227
H -11.736 -1.077 -2.772
H -12.654 -0.118 -1.606
```

=====

This record from the Open Molecules 2025 dataset describes 9 unconnected molecules or ions with the total composition C29H44FNO28S. The level of theory is the ωB97M-V functional and the def2-TZVPD basis.

Properties
HOMO = -9.82 eV
SMILES = CCOCCOCNS(=O)(=O)F.O=C1OCCO1.O=C1OCCO1.O=C1OCCO1.O=C1OCCO1.O=C1OCCO1.O=C1OCCO1.O=C1OCCO1.O=C1OCCO1
E_LUMO = 0.2 eV
Kohn-Sham gap = 0.3664 hartree

```
104
C29H44FNO28S | the Open Molecules 2025 dataset | the ωB97M-V functional and the def2-TZVPD basis
C -2.413 -3.237 -3.411
C -2.210 -1.757 -3.154
O -2.727 -0.959 -4.200
C -3.618 0.075 -3.814
C -4.974 -0.123 -4.486
O -6.043 -0.363 -3.588
C -5.887 -1.517 -2.824
N -7.081 -2.358 -2.931
S -6.953 -3.530 -4.071
O -7.397 -4.761 -3.592
O -5.653 -3.634 -4.627
F -7.928 -3.112 -5.198
H -3.348 -3.569 -2.998
H -2.411 -3.464 -4.460
H -1.646 -3.802 -2.910
H -2.588 -1.530 -2.171
H -1.142 -1.605 -3.113
H -3.740 0.167 -2.747
H -3.210 1.008 -4.166
H -4.892 -0.860 -5.270
H -5.221 0.800 -4.980
H -5.838 -1.214 -1.791
H -4.984 -2.058 -3.030
H -7.857 -1.753 -3.178
O -3.203 0.720 -0.584
C -2.053 0.624 -0.300
O -1.088 0.220 -1.156
C 0.183 0.443 -0.520
C -0.182 0.434 0.944
O -1.547 0.895 0.917
H 0.888 -0.340 -0.783
H 0.578 1.407 -0.849
H -0.156 -0.565 1.376
H 0.436 1.091 1.541
O 0.893 0.368 3.831
C 0.449 1.388 4.252
O 0.482 2.569 3.595
C -0.380 3.489 4.299
C -0.399 2.899 5.691
O -0.173 1.503 5.435
H 0.016 4.500 4.272
H -1.361 3.479 3.823
H 0.403 3.275 6.317
H -1.345 3.051 6.200
O 0.999 -2.832 -0.687
C 1.469 -3.162 -1.724
O 1.781 -2.313 -2.730
C 2.541 -3.045 -3.712
C 2.102 -4.468 -3.451
O 1.768 -4.433 -2.054
H 2.309 -2.704 -4.713
H 3.604 -2.891 -3.520
H 1.213 -4.745 -4.019
H 2.884 -5.197 -3.640
O -0.417 6.373 6.690
C 0.344 6.131 7.566
O 0.627 6.950 8.595
C 1.407 6.214 9.551
C 2.023 5.130 8.698
O 1.048 4.979 7.653
H 2.148 6.855 10.020
H 0.738 5.818 10.317
H 2.961 5.434 8.256
H 2.166 4.194 9.233
O 3.025 -0.723 -7.095
C 1.944 -0.395 -6.748
O 1.015 -1.241 -6.239
C -0.067 -0.455 -5.712
C 0.063 0.829 -6.501
O 1.467 0.870 -6.795
H -1.018 -0.953 -5.861
H 0.092 -0.308 -4.642
H -0.493 0.803 -7.439
H -0.238 1.707 -5.937
O -2.274 -6.702 -8.763
C -3.364 -6.434 -8.398
O -4.276 -7.343 -7.960
C -5.374 -6.614 -7.399
C -5.274 -5.276 -8.078
O -3.872 -5.172 -8.354
H -6.315 -7.117 -7.601
H -5.231 -6.541 -6.320
H -5.824 -5.245 -9.020
H -5.608 -4.463 -7.439
O 6.763 6.615 7.823
C 7.286 5.553 7.741
O 7.993 5.135 6.673
C 8.659 3.918 7.033
C 7.792 3.392 8.156
O 7.245 4.607 8.705
H 8.713 3.239 6.188
H 9.671 4.161 7.360
H 6.980 2.761 7.799
H 8.357 2.849 8.907
O 6.315 0.614 6.833
C 5.539 0.706 5.939
O 5.139 -0.333 5.187
C 4.048 0.087 4.352
C 4.275 1.585 4.282
O 4.951 1.857 5.527
H 4.097 -0.391 3.380
H 3.111 -0.190 4.831
H 4.939 1.869 3.464
H 3.355 2.155 4.202
```

=====

This record from the Open Molecules 2025 dataset describes 2 unconnected molecules or ions with the total composition C29H44N5O2PS. The level of theory is the ωB97M-V functional and the def2-TZVPD basis.

Properties
HOMO = -6.42 eV
E_LUMO = -1.5 eV
Kohn-Sham gap = 0.1805 hartree

```
82
C29H44N5O2PS | the Open Molecules 2025 dataset | the ωB97M-V functional and the def2-TZVPD basis
C -4.704 -0.251 -1.148
N -5.472 0.133 0.057
C -6.282 -0.855 0.629
S -6.574 -2.334 -0.142
N -6.790 -0.574 1.905
C -7.660 -1.605 2.515
C -6.558 0.639 2.610
O -7.078 0.801 3.740
C -5.730 1.582 1.953
C -5.516 2.841 2.709
C -4.471 3.740 2.051
C -4.480 4.077 0.677
C -3.399 4.738 0.067
C -2.316 5.169 0.884
N -1.271 5.858 0.331
C -1.351 6.361 -1.027
C -2.038 5.403 -1.958
C -3.381 4.941 -1.422
C -0.270 6.464 1.164
C 0.095 5.583 2.333
C -1.161 5.198 3.140
C -2.353 4.904 2.288
C -3.473 4.311 2.865
C -4.804 1.022 0.986
O -3.578 1.163 0.934
H -4.263 0.629 -1.573
H -3.951 -1.004 -0.914
H -5.451 -0.696 -1.815
H -7.954 -1.307 3.523
H -8.547 -1.720 1.883
H -7.104 -2.549 2.536
H -5.341 2.747 3.735
H -5.333 3.760 0.056
H -1.876 7.315 -0.971
H -0.331 6.562 -1.375
H -2.180 5.901 -2.904
H -1.399 4.539 -2.093
H -3.688 4.011 -1.908
H -4.134 5.692 -1.717
H 0.623 6.679 0.570
H -0.679 7.415 1.510
H 0.566 4.668 1.964
H 0.791 6.129 2.974
H -0.939 4.312 3.750
H -1.369 6.031 3.841
H -3.544 4.223 3.951
C -9.486 1.001 6.090
C -9.568 2.327 5.364
C -10.016 2.101 3.896
C -10.536 3.301 6.101
N -8.222 2.902 5.395
C -7.457 2.869 6.675
C -6.598 4.132 6.761
N -6.541 4.746 5.390
C -6.400 6.218 5.407
C -5.248 6.534 6.349
C -7.707 6.873 5.936
C -6.062 6.732 3.976
P -7.913 4.250 4.527
H -6.567 3.303 2.878
H -9.339 1.117 7.152
H -10.435 0.485 5.963
H -8.706 0.366 5.694
H -10.138 3.070 3.370
H -9.304 1.432 3.387
H -11.006 1.624 3.944
H -10.692 4.206 5.489
H -11.511 2.776 6.240
H -10.130 3.612 7.094
H -8.166 2.778 7.496
H -6.851 1.983 6.650
H -7.015 4.807 7.481
H -5.596 3.901 7.046
H -4.340 5.956 6.154
H -4.983 7.587 6.231
H -5.511 6.388 7.398
H -8.508 6.756 5.201
H -8.041 6.412 6.886
H -7.508 7.956 6.104
H -6.942 6.620 3.309
H -5.855 7.809 4.061
H -5.174 6.235 3.541
```

=====

This record from the Open Molecules 2025 dataset describes a molecular structure, C29H45BCl3F4N7O2RuS2. The level of theory is the ωB97M-V functional and the def2-TZVPD basis.

Properties
HOMO (spin up / spin down) = -14.63 / -14.63 eV
Energy relative to the best compared isomer or geometry (same formula, charge and spin) = 3.6 kJ/mol
Spin multiplicity = 6
E_LUMO (spin up / spin down) = -7.3 / -11.0 eV
Kohn-Sham gap (spin up / spin down) = 0.2695 / 0.1347 hartree
Total charge = +3

```
94
C29H45BCl3F4N7O2RuS2 | the Open Molecules 2025 dataset | the ωB97M-V functional and the def2-TZVPD basis
Ru -0.195 0.046 0.209
N 0.502 -3.800 -3.551
C 0.884 -2.418 -3.991
C 1.227 -1.581 -2.756
N 0.117 -1.535 -1.801
C -0.295 -2.886 -1.401
C -0.662 -3.753 -2.607
H 1.301 -4.228 -3.073
H 0.283 -4.387 -4.360
H 0.034 -1.991 -4.524
H 1.731 -2.468 -4.673
H 1.483 -0.570 -3.070
H 2.099 -2.008 -2.253
H -0.687 -1.047 -2.198
H -1.153 -2.813 -0.733
H 0.529 -3.351 -0.850
H -1.509 -3.327 -3.144
H -0.922 -4.763 -2.292
F -1.399 -0.169 2.114
B -0.622 0.745 2.986
F 0.578 0.876 2.186
F -1.286 1.949 3.008
F -0.386 0.156 4.171
Cl 1.911 -6.516 9.645
C 2.199 -5.596 8.227
C 1.359 -4.533 7.912
C 1.595 -3.802 6.763
C 2.654 -4.112 5.916
C 2.850 -3.304 4.654
C 1.903 -3.824 3.564
N 1.941 -2.938 2.409
C 3.014 -2.744 1.576
C 2.659 -1.762 0.703
N 1.380 -1.354 1.003
C 0.985 -2.081 2.047
O 2.522 -1.944 4.816
C 3.576 -1.155 5.374
C 3.006 0.164 5.778
C 2.462 0.401 7.016
Cl 2.367 -0.693 8.309
S 1.866 2.014 7.167
C 2.336 2.371 5.570
C 2.923 1.307 4.949
C 3.481 -5.182 6.249
Cl 4.798 -5.627 5.218
C 3.264 -5.921 7.400
H 0.531 -4.293 8.564
H 0.954 -2.967 6.508
H 3.883 -3.408 4.303
H 0.886 -3.840 3.954
H 2.198 -4.831 3.271
H 3.921 -3.317 1.667
H 3.243 -1.304 -0.078
H 0.043 -1.987 2.565
H 4.365 -1.013 4.625
H 4.000 -1.664 6.244
H 2.177 3.359 5.170
H 3.287 1.337 3.932
H 3.915 -6.746 7.653
O -2.178 -0.348 -0.957
S -3.652 0.078 -0.790
C -3.667 1.857 -1.246
C -4.462 1.994 -2.541
C -4.160 0.737 -3.348
C -4.422 -0.406 -2.379
H -2.614 2.110 -1.379
H -4.095 2.425 -0.421
H -4.187 2.906 -3.070
H -5.530 2.046 -2.324
H -3.117 0.735 -3.674
H -4.794 0.658 -4.230
H -4.014 -1.371 -2.673
H -5.490 -0.512 -2.176
C 2.264 2.278 -0.206
N 1.449 3.361 0.307
C 2.104 4.664 0.291
C 0.164 3.209 0.674
N -0.581 2.185 0.233
N -0.384 4.174 1.439
C -1.824 4.393 1.430
C 0.300 4.663 2.635
H 2.694 2.560 -1.167
H 1.671 1.369 -0.345
H 3.070 2.048 0.494
H 2.615 4.787 -0.665
H 2.850 4.757 1.081
H 1.371 5.459 0.390
H -1.494 2.189 0.688
H -2.219 4.277 0.421
H -2.015 5.414 1.754
H -2.348 3.723 2.119
H 1.311 4.273 2.694
H -0.249 4.320 3.515
H 0.324 5.754 2.648
```